[1]
Below is a structure of composition C10H21N2, with properties calculated with ωB97M-V/def2-TZVPD.

Results
**Gap between HOMO and LUMO**: 8.096 eV
**Energy**: -13683.7425 eV
**LUMO energy**: -3.0 eV
**Energy relative to the best compared isomer or geometry (same formula, charge and spin)**: 0.0 kJ/mol
**Charge**: +1

Geometry (Å):
1 C -1.921 0.826 0.644
2 C -1.806 -0.636 1.093
3 C -1.249 1.106 -0.657
4 C -0.347 -1.044 1.327
5 C 0.383 -1.156 -0.016
6 C 0.219 -0.116 -1.070
7 C 0.218 1.393 -0.820
8 C -0.267 -2.373 2.082
9 C 0.571 2.233 -2.043
10 C 1.003 1.929 0.370
11 N 0.363 -0.659 -2.355
12 N 1.905 -1.263 0.237
13 H -2.979 1.069 0.533
14 H -1.516 1.467 1.431
15 H -2.359 -0.759 2.024
16 H -2.252 -1.291 0.343
17 H -1.858 1.198 -1.538
18 H 0.119 -0.280 1.955
19 H 0.114 -2.119 -0.468
20 H -0.847 -2.302 2.998
21 H 0.754 -2.623 2.366
22 H -0.677 -3.187 1.491
23 H 1.592 2.038 -2.365
24 H 0.495 3.286 -1.787
25 H -0.105 2.055 -2.875
26 H 0.811 1.399 1.297
27 H 0.721 2.966 0.532
28 H 2.071 1.914 0.155
29 H -0.374 -1.300 -2.637
30 H 2.359 -1.352 -0.679
31 H 2.140 -2.067 0.830
32 H 2.226 -0.391 0.677
33 H 0.493 0.037 -3.075


[2]
Below is a structure of composition C10H21N2OP, with properties calculated with ωB97M-V/def2-TZVPD.

Results
**Gap between HOMO and LUMO**: 8.370 eV
**Energy**: -25025.2366 eV
**LUMO energy**: 0.8 eV
**Energy relative to the best compared isomer or geometry (same formula, charge and spin)**: 98.7 kJ/mol
**Charge**: 0

Geometry (Å):
1 C -0.117 1.530 0.828
2 C 1.156 1.109 0.925
3 C -2.750 2.549 -0.121
4 C -2.693 0.585 -1.579
5 C -3.043 0.313 1.016
6 C 1.422 -2.300 0.950
7 C 2.844 -1.882 -1.074
8 C 3.554 -0.823 0.951
9 C -2.385 1.068 -0.142
10 C 2.350 -1.349 0.214
11 N -0.882 0.960 -0.137
12 N 1.401 0.211 -0.193
13 O -0.403 -1.388 -1.477
14 P 0.058 -0.006 -1.132
15 H -0.697 2.087 1.524
16 H 1.905 1.716 1.515
17 H -2.729 3.100 0.941
18 H -1.997 3.079 -0.802
19 H -3.655 2.742 -0.728
20 H -2.492 -0.577 -1.707
21 H -2.138 1.195 -2.346
22 H -3.774 0.822 -1.774
23 H -2.712 -0.689 1.258
24 H -2.751 0.958 1.871
25 H -4.082 0.159 0.917
26 H 0.638 -1.757 1.458
27 H 0.905 -2.966 0.289
28 H 2.091 -3.077 1.531
29 H 2.093 -1.842 -1.799
30 H 3.273 -2.953 -0.937
31 H 3.730 -1.419 -1.629
32 H 3.967 0.035 0.363
33 H 3.373 -0.375 2.005
34 H 4.260 -1.617 1.370
35 H 0.276 0.800 -2.349


[3]
Below is a cluster of 2 separate species, C10H21N3O3 in total, with properties calculated with ωB97M-V/def2-TZVPD.

Results
**Gap between HOMO and LUMO**: 6.674 eV
**Energy**: -21321.7377 eV
**LUMO energy**: -0.5 eV
**Energy relative to the best compared isomer or geometry (same formula, charge and spin)**: 292.1 kJ/mol
**Charge**: 0

Geometry (Å):
1 C 3.466 1.123 -1.257
2 C 2.999 0.196 -0.121
3 C 1.541 -0.283 -0.233
4 C 1.406 -1.609 -0.986
5 O 0.547 -1.591 -2.149
6 C -0.808 -1.376 -1.977
7 C -1.504 -1.992 -0.749
8 C -1.794 -0.984 0.350
9 N -2.539 0.172 -0.205
10 C -1.714 0.811 -1.121
11 N -1.625 2.141 -1.077
12 N -1.010 0.122 -1.995
13 H 4.220 0.657 -1.893
14 H 3.930 2.025 -0.860
15 H 2.636 1.430 -1.899
16 H 3.666 -0.665 -0.032
17 H 3.073 0.731 0.826
18 H 0.993 0.520 -0.720
19 H 1.188 -0.405 0.792
20 H 2.370 -1.921 -1.384
21 H 1.089 -2.409 -0.314
22 H -1.274 -1.771 -2.877
23 H -0.957 -2.866 -0.401
24 H -2.473 -2.374 -1.090
25 H -0.929 -0.579 0.879
26 H -2.421 -1.449 1.108
27 H -3.365 -0.162 -0.697
28 H -1.660 2.588 -0.168
29 H -1.561 2.699 -1.911
30 H -0.169 0.586 -2.321
31 C -1.584 0.891 3.873
32 C -0.324 1.053 3.007
33 O 0.023 2.210 2.694
34 O 0.239 -0.023 2.659
35 H -2.018 1.858 4.122
36 H -2.323 0.288 3.339
37 H -1.332 0.358 4.791